Here is 21 unconnected molecules or ions with the total composition C70H170F6N10O20S2 at a distorted geometry from the Open Molecules 2025 dataset. Energies are from wB97M-V/def2-TZVPD.

```
! wB97M-V def2-TZVPD RIJCOSX def2/J DEFGRID3
* xyz 8 1
C 2.70372 -8.50410 -7.19418
O 1.79001 -9.41293 -7.74668
C 1.02826 -10.38267 -6.93038
C 0.28673 -11.28504 -7.85844
N 1.11689 -11.88651 -8.92655
H 0.66942 -12.77633 -9.12919
H 0.94852 -11.34585 -9.81918
C 2.60202 -12.01158 -8.72481
C 3.48703 -12.96741 -9.49939
O 3.20665 -12.79193 -10.94785
C 3.71086 -13.66984 -11.80832
H 3.71893 -9.04144 -7.10692
H 2.42076 -8.02441 -6.20907
H 3.06736 -8.02872 -8.10482
H 0.36732 -9.85765 -6.18711
H 1.69500 -10.88721 -6.16671
H -0.56632 -10.84409 -8.33801
H -0.10971 -12.05911 -7.18134
H 2.76125 -12.50762 -7.73037
H 3.06242 -10.99324 -8.65802
H 3.30216 -14.04277 -9.30127
H 4.61903 -12.92017 -9.31725
H 2.71208 -14.09242 -12.42211
H 4.41526 -14.34929 -11.38233
H 3.73438 -13.12876 -13.01832
C 2.40581 -2.09599 -0.71010
O 1.24231 -1.24850 -0.88323
C 0.11562 -1.60869 -0.00704
C 0.38018 -1.37188 1.46056
N 0.32498 0.11124 1.77025
H -0.57992 0.41382 2.11168
H 0.99257 0.30688 2.54650
C 0.64142 1.18792 0.75085
C 2.12260 1.23034 0.32609
O 2.57594 2.51828 0.58258
C 3.97316 2.75035 0.22406
H 2.20823 -3.15533 -0.74637
H 2.97017 -1.86193 0.21581
H 3.10866 -1.78290 -1.48777
H -0.10421 -2.67835 -0.06234
H -0.75251 -1.12710 -0.44738
H 1.46393 -1.59993 1.68788
H -0.27534 -1.90410 2.14626
H 0.37511 2.17388 1.19303
H -0.03513 1.02345 -0.07810
H 2.22129 0.97620 -0.72815
H 2.81430 0.55057 0.88900
H 4.18767 3.67225 0.67658
H 4.07610 2.67279 -0.84144
H 4.49450 1.97273 0.73078
C 7.60219 3.77500 -8.44534
O 7.20090 2.42930 -7.98513
C 7.34400 1.40359 -8.90323
C 6.42652 0.23584 -8.43470
N 6.44031 0.16852 -6.94133
H 7.21136 -0.38815 -6.59014
H 6.46105 1.12708 -6.52472
C 5.17474 -0.38170 -6.44270
C 4.18338 0.68007 -6.23689
O 4.74538 1.65201 -5.35630
C 4.11266 2.93775 -5.29574
H 7.72488 4.35652 -7.53082
H 6.87070 4.17292 -9.16188
H 8.60165 3.67716 -8.92741
H 8.37205 1.07002 -8.97236
H 7.04386 1.69673 -9.89205
H 6.69728 -0.70922 -8.89508
H 5.42837 0.54477 -8.79453
H 5.33051 -0.77786 -5.43159
H 4.88496 -1.20236 -7.14245
H 3.26237 0.26575 -5.79699
H 3.87409 1.16474 -7.18417
H 4.64436 3.54246 -4.56264
H 3.09069 2.82690 -5.12419
H 4.35624 3.42100 -6.26279
C 7.66328 -4.29224 7.38118
O 6.52581 -3.50320 7.05096
C 5.35693 -3.85782 7.76511
C 4.10964 -3.33220 7.02055
N 4.58192 -2.13651 6.22565
H 3.96130 -1.32452 6.38014
H 5.52508 -1.90748 6.58615
C 4.81407 -2.39160 4.76530
C 5.50972 -1.18987 4.11661
O 5.25985 -1.17485 2.71214
C 6.36161 -1.65291 1.94919
H 7.78535 -4.29909 8.43306
H 8.52859 -3.88636 6.87876
H 7.55502 -5.31381 7.15269
H 5.42429 -3.49788 8.77288
H 5.20270 -4.94769 7.83920
H 3.29184 -3.06291 7.69004
H 3.68689 -4.05317 6.32201
H 3.90778 -2.45302 4.22167
H 5.32278 -3.31040 4.68457
H 6.63128 -1.16395 4.39008
H 5.02751 -0.26213 4.46497
H 7.33884 -1.43771 2.38388
H 6.33144 -1.15442 0.97024
H 6.24001 -2.71996 1.82584
C -10.25234 1.21576 -10.25354
O -10.09389 2.38350 -9.97155
C -10.91603 3.66924 -9.99045
C -10.00278 4.72096 -9.42423
N -8.60769 4.72390 -9.99956
H -8.49005 3.77735 -10.23905
H -8.53733 5.16099 -10.93214
C -7.49676 5.29591 -9.10207
C -6.18552 4.63480 -9.32511
O -6.42853 3.15175 -8.76218
C -6.66143 3.05403 -7.58566
H -9.36366 0.51358 -10.36816
H -11.10819 0.87825 -11.82319
H -11.73167 0.74784 -10.42058
H -11.78336 3.43108 -9.41249
H -11.06274 3.68480 -10.95381
H -10.13543 4.90785 -8.31329
H -10.39451 5.63211 -9.83610
H -7.92685 5.38575 -8.12721
H -7.37909 6.32532 -9.34552
H -5.30484 4.94352 -8.74517
H -5.93599 4.46444 -10.38426
H -7.18432 1.52723 -6.89164
H -6.64847 3.86382 -6.77467
H -6.07060 1.46177 -7.24931
C 10.54639 3.43062 -1.83423
O 11.33506 3.98684 -0.84072
C 11.80086 5.30818 -0.96730
C 13.19030 5.40918 -1.61950
N 14.10531 4.50031 -0.90298
H 14.37556 4.87811 0.02117
H 13.64128 3.61862 -0.65103
C 15.40239 4.28076 -1.64412
C 15.08332 3.28248 -2.80343
O 14.13684 2.43517 -2.36904
C 14.29746 1.02807 -2.46912
H 9.58585 3.99741 -1.95648
H 10.35334 2.40538 -1.56115
H 11.11151 3.48385 -2.76486
H 11.85535 5.68666 0.01764
H 11.18035 5.94875 -1.58390
H 13.52912 6.44915 -1.56511
H 13.10129 5.00908 -2.64447
H 16.13289 3.86054 -0.90209
H 15.79134 5.25253 -1.99712
H 15.98579 2.78017 -3.07057
H 14.68603 3.86650 -3.61309
H 13.55428 0.57714 -1.87145
H 15.29847 0.78105 -2.09769
H 14.26998 0.65266 -3.52904
C -2.73160 6.60623 10.70518
O -2.80111 5.68640 9.64881
C -3.07420 4.37726 9.93171
C -3.04283 3.64804 8.60644
N -1.90926 4.20093 7.77506
H -1.89888 5.21005 7.61521
H -1.07467 3.99511 8.34079
C -1.80072 3.64281 6.38980
C -0.72701 4.45189 5.61582
O -0.84597 5.77611 5.92636
C -0.02384 6.69154 5.17708
H -3.63266 6.76089 11.29367
H -2.52170 7.56001 10.30834
H -1.91839 6.46462 11.51683
H -4.05322 4.24398 10.39276
H -2.29231 4.03932 10.65757
H -3.94491 3.81132 8.01259
H -2.81715 2.58846 8.77065
H -2.84450 3.72646 6.02337
H -1.43412 2.59568 6.43974
H -0.83624 4.22865 4.53313
H 0.28390 4.08142 5.84252
H -0.40603 6.78258 4.16652
H 0.95114 6.25043 5.05063
H 0.00093 7.64944 5.67014
C -8.85039 2.02274 0.78005
C -8.30477 0.60625 0.98886
C -9.53741 -0.26289 1.40293
N -9.31881 -1.80221 1.38145
C -7.98619 -2.18846 2.08340
C -9.24049 -2.19524 -0.03583
C -9.51355 -3.69003 0.07434
C -10.23341 -4.02758 1.43434
C -10.49548 -2.66260 2.02679
H -9.64614 2.08583 0.06527
H -8.03438 2.72439 0.53687
H -9.24703 2.40040 1.71839
H -7.57355 0.57491 1.79658
H -7.93898 0.24642 0.02876
H -10.25367 -0.20835 0.60033
H -9.92785 -0.01545 2.42579
H -8.02205 -1.66281 3.06761
H -7.24366 -1.88100 1.41630
H -8.01139 -3.23696 2.30749
H -8.25175 -1.92903 -0.40441
H -10.00090 -1.66938 -0.64413
H -8.60712 -4.27235 -0.00914
H -10.15268 -3.94250 -0.73987
H -9.63762 -4.61319 2.15843
H -11.16041 -4.48053 1.11469
H -10.47827 -2.46561 3.04363
H -11.45167 -2.20822 1.77613
C -3.64173 14.89042 0.73073
C -3.73459 13.41217 0.51967
C -2.34515 12.80579 0.86906
N -2.09784 11.32435 0.91051
C -2.94256 10.60502 2.01751
C -2.73989 9.14025 1.92420
C -3.09344 8.56647 0.53142
C -2.27646 9.21705 -0.55718
C -2.50075 10.76163 -0.50779
C -0.61951 11.10403 1.18809
H -3.35893 15.11384 1.77904
H -4.54211 15.40743 0.49655
H -2.90412 15.27290 0.02971
H -4.06827 13.14445 -0.49705
H -4.46852 12.89998 1.13226
H -2.01023 13.15470 1.87182
H -1.61305 13.16990 0.10706
H -3.99429 10.79643 1.94638
H -2.61271 11.02904 2.97013
H -3.20898 8.57408 2.77546
H -1.70217 8.97403 2.11897
H -4.06783 8.85280 0.26655
H -2.95494 7.42815 0.58350
H -2.61851 8.91651 -1.55477
H -1.19894 8.96115 -0.56138
H -3.57049 10.95294 -0.61648
H -1.95821 11.27493 -1.29652
H -0.08199 11.69220 0.44446
H -0.39133 10.05403 0.97535
H -0.31552 11.35834 2.23141
C -7.48702 -10.39387 8.18779
C -6.24260 -10.24626 7.72100
C -5.06556 -11.14887 7.65192
N -3.47066 -10.83587 7.27478
C -3.33838 -9.94660 6.16009
C -1.85707 -9.45072 5.69730
C -1.29907 -8.75579 4.57435
C -1.53341 -10.04702 8.85121
C -2.89691 -9.95838 8.46712
C -2.97846 -12.26068 7.55241
H -2.70404 -11.94381 19.37751
H -7.68327 -9.72819 8.99362
H -8.57038 -10.68047 7.82961
H -6.80871 -8.87577 12.92498
H -6.23028 -9.16049 8.17014
H -5.36401 -11.95982 6.83224
H -4.97543 -11.75054 8.61861
H -4.02669 -9.13882 6.37822
H -3.85398 -10.63935 5.43161
H -8.06289 -9.98005 -1.89466
H -0.90666 -9.47753 6.21499
H -0.14335 -7.86483 4.48017
H -1.38598 -9.06791 3.46947
H -1.40375 -9.29040 9.55546
H -0.65329 -10.52161 8.29686
H -3.63462 -9.65845 9.29339
H -2.91631 -10.75274 12.09126
H -3.30772 -12.89850 6.71778
H -3.35075 -12.54768 8.52872
H -1.86460 -12.19355 7.47519
C -3.65817 3.31394 -0.20172
F -4.32450 2.50476 -1.01641
F -2.58780 3.79086 -0.78795
F -4.47720 4.30386 0.22840
S -3.09212 2.33510 1.23676
O -4.23441 1.92191 2.01795
O -2.49147 1.15712 0.70900
O -2.36646 3.26638 2.06692
C 0.52445 -0.79383 6.46382
F -0.60460 -1.24235 5.91991
F 0.36656 -0.16558 7.62153
F 1.39857 -1.84806 6.74203
S 1.47495 0.42579 5.42614
O 2.75103 0.42811 6.10894
O 1.49986 -0.12895 4.07199
O 0.61141 1.59151 5.52673
*
```

Its energy relative to the best compared isomer or geometry (same formula, charge and spin) is 0.000 eV. For the highest occupied orbital energy, the calculation gives -13.6 eV. The value obtained for the orbital gap is 0.0250 Eh. The calculation puts the LUMO energy at -12.880 eV. For the energy, the calculation gives -169038.7122 eV.